(1)
19
Properties=species:S:1:pos:R:3:nbo_charge:R:1 method="wB97M-V/def2-TZVPD" fmax_ev_per_a=5.72 orbital_gap_ev=9.82 total_energy_ev=-15029.0704 smiles="O=C1CN1C(=O)c1ccccc1" molar_mass_g_mol=161.2
C -2.941 0.718 -0.066 -0.18
C -1.892 1.382 0.623 -0.19
C -2.663 -0.533 -0.635 -0.20
C -0.624 0.833 0.699 -0.18
C -1.444 -1.129 -0.489 -0.16
C -0.446 -0.445 0.163 -0.15
C 2.672 0.776 -0.336 0.71
C 0.892 -1.042 0.291 0.67
C 3.342 -0.441 0.039 -0.30
N 1.948 -0.169 0.269 -0.48
O 2.614 1.926 -0.729 -0.52
O 1.070 -2.245 0.324 -0.54
H -3.702 1.357 -0.160 0.21
H -2.268 2.226 1.079 0.21
H -3.448 -0.958 -1.224 0.21
H 0.210 1.164 1.350 0.23
H -1.205 -1.980 -1.169 0.24
H 3.686 -1.028 -0.806 0.21
H 4.200 -0.413 0.775 0.22



(2)
19
Properties=species:S:1:pos:R:3:nbo_charge:R:1 method="wB97M-V/def2-TZVPD" fmax_ev_per_a=4.73 orbital_gap_ev=9.22 total_energy_ev=-15028.0344 smiles="O=C1CN=COc2ccccc21" molar_mass_g_mol=161.2
C 1.104 1.150 0.017 0.53
C 2.429 0.547 0.308 -0.32
C 1.632 -1.725 -0.314 0.40
C -0.501 -0.803 0.146 0.35
C -1.863 -1.328 0.206 -0.25
C -2.921 -0.488 0.081 -0.18
C -2.702 0.929 -0.243 -0.24
C -1.427 1.376 -0.135 -0.17
C -0.326 0.540 0.146 -0.22
H 2.738 0.202 1.503 0.25
H 3.273 1.230 -0.225 0.26
H 1.776 -2.781 -0.583 0.17
H -1.929 -2.418 -0.013 0.22
H -3.790 -1.006 -0.185 0.21
H -3.493 1.678 -0.375 0.23
H -1.051 2.358 -0.365 0.24
N 2.417 -0.792 -0.479 -0.48
O 1.214 2.326 0.034 -0.53
O 0.412 -1.689 0.256 -0.50



(3)
21
Properties=species:S:1:pos:R:3:nbo_charge:R:1 method="wB97M-V/def2-TZVPD" fmax_ev_per_a=4.37 orbital_gap_ev=8.97 total_energy_ev=-19122.2245 smiles="C[C@]1([N+](=O)[O-])Oc2ccccc2C1=O" molar_mass_g_mol=193.2
C -2.832 0.872 0.972 -0.24
C -2.916 -0.510 0.891 -0.15
C -1.706 1.572 0.588 -0.11
C -1.850 -1.243 0.459 -0.26
C -0.613 0.762 0.175 -0.29
C -0.640 -0.619 0.130 0.40
C 0.653 1.252 -0.280 0.63
C 1.500 -0.301 -0.518 0.22
C 2.350 -0.640 -1.732 -0.69
N 2.339 -0.326 0.670 0.50
O 3.523 0.021 0.588 -0.39
O 1.284 2.235 -0.347 -0.47
O 1.783 -0.516 1.710 -0.36
O 0.429 -1.231 -0.363 -0.45
H -3.718 1.435 1.292 0.22
H -3.834 -1.147 1.080 0.23
H -1.816 2.583 0.594 0.23
H -1.836 -2.295 0.378 0.23
H 1.792 -1.242 -2.498 0.24
H 3.452 -0.876 -1.537 0.27
H 2.658 0.214 -2.253 0.24



(4)
21
Properties=species:S:1:pos:R:3:nbo_charge:R:1 method="wB97M-V/def2-TZVPD" fmax_ev_per_a=3.76 orbital_gap_ev=8.31 total_energy_ev=-19123.5884 molar_mass_g_mol=193.2
C -1.541 -1.192 -1.254 -0.19
C -1.279 0.041 -1.654 -0.21
C -1.287 -1.445 0.169 -0.33
C -0.371 1.065 -0.867 0.24
C -0.376 -0.723 0.805 0.06
C 2.269 0.895 1.581 0.17
C 1.504 0.955 0.525 -0.07
C 2.824 -0.668 -3.046 0.49
C 1.879 1.647 -0.694 0.77
N 0.183 0.452 0.344 -0.42
O 0.820 1.555 -1.566 -0.50
O 2.713 -0.014 -3.951 -0.49
O 2.980 2.030 -0.924 -0.54
O 2.027 0.425 2.918 -0.70
H -2.221 -1.705 -1.843 0.22
H -1.684 0.533 -2.571 0.22
H -1.561 -2.444 0.627 0.23
H -0.971 1.972 -0.578 0.17
H 0.070 -0.905 1.757 0.18
H 3.287 1.203 1.540 0.21
H 1.526 -0.414 2.979 0.48



The following LUMO values (in eV) correspond, in order, to the records above: 0.03; 0.24; -0.53; 0.17.
The following ΔE to the lowest compared entry with this formula, charge and spin values (in eV) correspond, in order, to the records above: 3.240; 4.276; 3.455; 2.091.